The following is a quantum chemistry calculation of C19H22N2O in the gas phase, from the OMol25 dataset.

```
44
Properties=species:S:1:pos:R:3:forces:R:3
C -2.832 -0.515 -2.616 -0.03 -0.01 0.15
C -3.315 -0.770 -1.215 0.03 0.02 -0.03
C -4.232 -1.781 -0.974 0.02 0.05 0.06
C -4.695 -2.048 0.303 -0.08 -0.08 0.07
C -4.234 -1.292 1.365 -0.06 -0.10 -0.12
C -3.320 -0.277 1.153 0.08 0.13 0.18
C -2.857 -0.007 -0.130 -0.24 -0.26 0.21
N -1.934 1.017 -0.383 -0.09 -0.09 -0.50
C -1.300 1.849 0.495 0.07 0.27 -0.37
O -1.455 1.835 1.696 0.01 -0.02 0.19
C -0.365 2.841 -0.178 0.35 -0.04 0.34
H -0.808 3.831 -0.053 -0.07 -0.01 -0.06
H -0.253 2.642 -1.245 -0.04 0.04 -0.04
C 1.020 2.860 0.514 -0.27 0.17 -0.05
N 1.901 1.762 0.221 0.21 -0.12 -0.02
C 1.474 0.484 0.741 -0.20 -0.05 0.12
C 2.489 -0.598 0.491 0.04 -0.06 -0.04
C 2.370 -1.809 1.163 0.02 0.03 -0.04
C 3.266 -2.836 0.935 -0.05 -0.06 0.08
C 4.296 -2.660 0.025 0.09 -0.04 -0.05
C 4.416 -1.461 -0.651 -0.02 -0.04 0.04
C 3.519 -0.424 -0.428 -0.01 0.01 0.02
C 3.664 0.883 -1.155 -0.16 0.16 -0.10
C 2.343 1.648 -1.151 0.32 -0.01 -0.01
H 1.612 1.112 -1.785 -0.01 0.07 -0.02
H 2.489 2.649 -1.564 -0.05 -0.03 -0.01
H 4.419 1.487 -0.645 -0.01 0.06 -0.08
H 4.004 0.711 -2.179 0.02 -0.02 0.00
H 5.216 -1.321 -1.364 0.08 0.01 -0.08
H 5.001 -3.458 -0.158 0.05 -0.07 -0.02
H 3.164 -3.770 1.466 -0.01 -0.07 0.05
H 1.563 -1.941 1.870 -0.09 -0.03 0.09
H 0.516 0.152 0.291 0.10 0.02 0.08
H 1.301 0.590 1.816 -0.05 -0.04 -0.05
H 0.851 2.879 1.594 0.00 0.10 -0.06
H 1.540 3.779 0.229 -0.08 -0.01 0.06
H -1.715 1.141 -1.360 0.09 0.10 0.22
H -2.959 0.314 1.978 0.01 0.01 0.01
H -4.585 -1.490 2.367 -0.02 -0.01 0.09
H -5.410 -2.841 0.463 -0.06 -0.07 0.01
H -4.589 -2.372 -1.805 -0.01 -0.04 -0.09
H -3.091 0.493 -2.947 0.03 0.07 -0.09
H -3.294 -1.219 -3.302 0.01 0.01 -0.06
H -1.750 -0.640 -2.689 0.08 0.03 -0.08
```
Forces are in eV/Å.

## Properties
Energy relative to the best compared isomer or geometry (same formula, charge and spin): 0.970 eV
Total charge: 0
Frontier orbital gap: 8.885 eV
HOMO level: -8.293 eV
SMILES string: Cc1ccccc1NC(=O)CCN1CCc2ccccc2C1

Here are the Löwdin charges for atoms 1 to 8, given in e: -0.05, -0.22, -0.06, -0.09, -0.08, -0.01, -0.18, 0.14


The following is a quantum chemistry calculation of a molecular structure, C42H37HfN7O6PS, from the OMol25 dataset.

```
95
Properties=species:S:1:pos:R:3:forces:R:3
Hf -0.050 -1.676 0.302 0.40 -0.14 -0.90
N -1.161 -6.054 0.005 0.03 0.01 0.01
C -0.708 -4.837 0.395 -0.03 -0.17 -0.18
S 0.279 -3.964 -0.762 -0.03 -0.18 0.28
N -1.087 -4.431 1.578 0.04 0.42 -0.08
N -0.562 -3.169 1.894 -0.09 -0.44 0.21
C -0.480 -2.937 3.156 0.40 0.05 0.19
C 0.306 -1.869 3.756 -0.22 -0.41 0.04
C 0.262 -1.711 5.149 0.02 0.05 0.06
C 1.139 -0.866 5.791 -0.01 0.02 -0.07
C 2.104 -0.188 5.040 -0.01 -0.01 -0.01
C 2.183 -0.348 3.671 -0.06 0.09 0.17
C 1.275 -1.175 3.013 0.05 -0.21 -0.40
O 1.362 -1.348 1.693 -0.02 0.44 0.44
H -0.778 -6.470 -0.826 0.00 0.04 0.00
H -1.514 -6.673 0.717 -0.01 0.00 0.00
H -0.907 -3.691 3.815 -0.02 0.07 0.05
H -0.471 -2.273 5.716 0.01 -0.01 0.01
H 1.094 -0.744 6.864 0.01 0.00 0.01
H 2.809 0.465 5.539 -0.01 0.01 0.01
H 2.934 0.167 3.087 0.01 0.01 0.00
O -4.874 -1.116 -3.501 0.13 -0.17 0.23
C -5.123 -2.141 -2.685 -0.03 0.27 -0.15
O -6.095 -2.834 -2.802 -0.04 -0.06 0.01
C -4.151 -2.391 -1.582 -0.09 -0.16 -0.02
C -4.353 -3.349 -0.607 0.13 0.00 0.10
N -3.303 -3.300 0.225 -0.06 0.08 0.03
N -2.416 -2.369 -0.148 0.15 -0.08 0.16
C -2.918 -1.824 -1.247 -0.14 0.18 0.08
C -2.115 -0.723 -1.815 0.26 0.44 0.39
O -2.483 -0.030 -2.746 -0.05 -0.13 -0.15
O -1.008 -0.544 -1.156 -0.20 0.20 -0.63
H -4.035 -0.657 -3.260 -0.05 0.03 -0.10
H -5.167 -4.041 -0.473 -0.02 0.00 -0.01
H -3.057 -3.910 0.999 0.01 0.02 -0.05
C 4.572 1.497 -3.348 -0.10 -0.04 0.16
N 4.080 0.625 -2.289 0.01 -0.06 -0.17
N 2.888 -0.047 -2.394 0.11 0.06 -0.13
C 2.581 -0.563 -1.173 -0.27 -0.11 -0.06
O 1.516 -1.255 -1.032 -0.09 -0.12 0.31
C 3.600 -0.195 -0.284 0.07 0.06 -0.06
C 4.497 0.554 -1.016 0.10 0.06 0.10
C 5.735 1.253 -0.574 -0.05 -0.04 0.02
C 2.332 -0.427 -3.662 0.06 0.06 0.29
C 3.151 -1.002 -4.622 -0.01 -0.06 -0.10
C 2.598 -1.375 -5.837 -0.01 0.00 0.02
C 1.240 -1.198 -6.070 0.00 0.01 0.03
C 0.432 -0.645 -5.087 0.01 0.00 0.02
C 0.977 -0.247 -3.875 -0.05 0.01 -0.10
H 3.755 1.708 -4.032 0.00 0.01 -0.01
H 5.390 1.031 -3.894 0.01 0.01 -0.02
H 4.905 2.429 -2.898 0.04 0.00 -0.04
H 3.654 -0.455 0.757 -0.01 -0.01 0.00
H 5.941 1.010 0.465 0.01 -0.01 0.00
H 5.625 2.336 -0.655 -0.02 0.01 0.00
H 6.593 0.956 -1.177 0.00 0.00 0.00
H 4.201 -1.171 -4.419 0.00 0.01 0.01
H 3.226 -1.819 -6.597 0.01 0.00 0.00
H 0.811 -1.497 -7.016 0.00 -0.01 -0.01
H -0.629 -0.511 -5.254 -0.01 -0.01 -0.02
H 0.359 0.180 -3.102 -0.05 0.04 0.08
C -1.019 3.595 5.047 0.00 0.00 -0.05
C -0.934 2.216 5.121 0.02 0.00 -0.06
C -0.815 1.463 3.957 -0.10 0.02 0.11
C -0.790 2.084 2.719 0.20 0.07 -0.12
C -0.883 3.476 2.649 0.03 0.02 0.03
C -0.995 4.225 3.806 0.00 -0.01 0.02
P -0.771 1.100 1.179 -0.69 -0.16 0.06
C -2.514 1.336 0.669 0.08 0.19 -0.08
C -2.966 2.387 -0.125 0.03 0.02 -0.03
C -4.314 2.512 -0.428 -0.02 -0.03 0.02
C -5.233 1.602 0.076 0.04 0.01 0.01
C -4.800 0.577 0.905 0.04 0.04 -0.05
C -3.449 0.447 1.194 -0.04 -0.13 0.07
C 0.300 2.075 0.071 0.09 0.01 0.13
C 1.507 2.525 0.610 0.05 0.03 -0.02
C 2.421 3.209 -0.178 -0.05 0.03 -0.04
C 2.141 3.450 -1.517 -0.01 -0.03 0.05
C 0.950 2.992 -2.063 0.00 -0.04 0.03
C 0.036 2.302 -1.277 0.04 -0.06 -0.13
H -1.107 4.184 5.950 -0.01 0.01 0.01
H -0.956 1.717 6.081 0.00 -0.01 0.01
H -0.762 0.388 4.026 0.03 -0.08 -0.01
H -0.866 3.979 1.689 -0.01 -0.02 -0.01
H -1.068 5.303 3.743 0.00 0.01 0.00
H -2.270 3.116 -0.517 -0.02 0.01 0.02
H -4.647 3.326 -1.059 0.00 0.00 -0.01
H -6.282 1.700 -0.166 -0.01 0.00 0.00
H -5.512 -0.122 1.323 0.01 -0.01 0.00
H -3.130 -0.355 1.854 0.06 -0.02 -0.03
H 1.733 2.357 1.657 -0.04 -0.01 0.00
H 3.342 3.572 0.260 0.01 0.00 0.02
H 2.840 4.008 -2.127 0.00 0.01 -0.01
H 0.723 3.171 -3.106 0.00 0.01 -0.01
H -0.873 1.931 -1.731 0.00 -0.02 0.00
```
Forces are in eV/Å.

## Properties
Energy relative to the best compared isomer or geometry (same formula, charge and spin): 0.425 eV
Total charge: +1
Frontier orbital gap: 8.338 eV
HOMO level: -10.959 eV

Here are the Löwdin charges for atoms 1 to 8, given in e: 1.47, 0.08, -0.86, 0.66, -0.04, -0.16, -0.04, -0.17


The following is a quantum chemistry calculation of C7H15N in the gas phase at a distorted geometry, from the OMol25 dataset.

```
23
Properties=species:S:1:pos:R:3:forces:R:3
C -2.343 0.241 -2.255 5.00 1.58 -2.06
C -1.881 1.558 -1.487 -2.68 -3.08 3.47
C -1.310 1.081 -0.053 0.61 -4.23 -4.85
C 0.216 0.778 -0.116 -0.38 -0.27 -2.27
N 2.615 -1.697 0.964 2.55 -1.26 6.86
C 1.992 -0.737 0.347 -0.60 0.60 -3.78
C 0.824 -0.300 0.689 -1.74 0.88 3.47
C 0.222 -0.729 2.058 -0.59 1.29 -0.85
H -2.776 0.445 -3.233 -0.38 0.07 0.18
H -2.736 -0.614 -1.808 -1.43 -0.68 1.45
H -1.284 -0.227 -2.563 -1.93 0.84 0.37
H -1.222 2.109 -2.012 2.66 1.38 -1.98
H -2.687 2.251 -1.330 -0.81 0.07 0.21
H -1.876 0.106 0.025 0.64 0.94 0.69
H -1.361 1.597 0.793 -1.42 2.84 3.15
H 0.463 0.359 -1.185 -0.22 1.81 1.52
H 0.701 1.710 0.208 0.14 0.07 -0.96
H 2.958 -2.571 0.749 0.69 -1.54 -1.81
H 2.612 -1.662 2.027 -0.22 0.11 -1.96
H 2.385 -0.373 -0.591 0.32 -0.10 -0.39
H -0.832 -0.301 1.925 1.26 -1.07 1.35
H 0.752 -0.502 3.056 -0.73 0.68 -1.62
H 0.279 -1.796 2.091 -0.71 -0.93 -0.19
```
Forces are in eV/Å.

## Properties
Energy relative to the best compared isomer or geometry (same formula, charge and spin): 3.414 eV
Total charge: 0
Frontier orbital gap: 8.695 eV
HOMO level: -7.694 eV
SMILES string: CCCC/C(C)=C/N

Here are the Löwdin charges for atoms 1 to 8, given in e: -0.09, -0.20, -0.18, -0.19, 0.05, -0.28, -0.32, -0.05


For reference, LUMO energy by record: 0.6, -2.6, 1.0 eV.